one.
Density functional theory data (wB97M-V/def2-TZVPD) for a 2-piece molecular cluster, C4H10NS overall.

The HOMO-LUMO gap is 6.7 eV. Its HOMO energy is -2.6567 eV.

Structure (ORCA input):
```
! wB97M-V def2-TZVPD RIJCOSX def2/J DEFGRID3
* xyz -1 1
C 3.17 -0.12 -1.13
H 1.58 -0.15 -2.68
H 3.73 0.71 -1.41
C -2.10 -1.06 1.73
H 0.66 -0.13 0.29
H -2.07 -1.21 2.76
H 3.77 -0.94 -1.50
H 3.14 -0.25 -0.04
C 1.72 -0.07 -1.64
H -0.54 0.84 -2.08
H -1.54 -1.81 1.17
C 0.61 -0.01 -0.83
N -0.66 0.23 -1.33
S -1.25 0.59 1.44
H -1.32 0.42 -0.53
H -3.18 -1.02 1.44
*
```

=====

two.
Density functional theory data (wB97M-V/def2-TZVPD) for a 2-piece molecular cluster, C4H10NS overall.

The HOMO-LUMO gap is 6.6 eV. Its HOMO energy is -2.6054 eV.

Structure (ORCA input):
```
! wB97M-V def2-TZVPD RIJCOSX def2/J DEFGRID3
* xyz -1 1
H 2.05 -1.08 -0.73
H 0.51 2.25 -0.03
H 0.55 -0.57 0.05
S -1.39 -0.77 1.05
H 3.21 0.32 -2.37
C 1.49 0.79 -1.22
C 0.34 1.75 -0.98
H -2.19 -1.26 3.31
N 1.40 -0.35 -0.47
H -3.55 -1.08 2.19
H -0.61 1.22 -0.96
H -2.53 -2.56 2.21
H 2.44 2.02 -2.60
C 2.47 1.06 -2.11
C -2.54 -1.47 2.29
H 0.28 2.49 -1.78
*
```

=====

three.
Density functional theory data (wB97M-V/def2-TZVPD) for an isolated ion of composition C4H10NS and charge -1.

The HOMO-LUMO gap is 6.4 eV. Its HOMO energy is -2.3442 eV. As for the SMILES: CCNCC[S-].

Structure (ORCA input):
```
! wB97M-V def2-TZVPD RIJCOSX def2/J DEFGRID3
* xyz -1 1
H -1.00 -2.67 0.21
N 1.01 -0.69 0.37
C 0.45 1.06 -1.39
H -0.05 1.10 -2.35
H 1.47 0.14 0.71
H 0.40 -3.11 1.16
C -0.06 -1.03 1.31
C 0.54 -0.42 -1.00
H -1.12 -2.83 1.96
H -0.45 -0.82 -1.17
C -0.49 -2.48 1.14
S -0.62 2.06 -0.26
H 1.42 1.54 -1.51
H 1.25 -0.93 -1.66
H -0.90 -0.34 1.21
H 0.32 -0.89 2.32
*
```

=====

Verdict on stability: three comes out on top.

=====

one.
Density functional theory data (wB97M-V/def2-TZVPD) for C5H7P in the gas phase.

The HOMO-LUMO gap (spin up / spin down) is 7.1 / 7.3 eV. Its HOMO energy (spin up / spin down) is -8.4159 / -8.2275 eV. As for the SMILES: C#P=CC(=C)C.

Structure (ORCA input):
```
! wB97M-V def2-TZVPD RIJCOSX def2/J DEFGRID3
* xyz 0 1
H -3.23 -2.88 0.48
H 1.57 1.31 0.55
C 0.47 -1.04 -0.61
H 1.09 -1.05 -1.40
H -0.21 -1.86 -0.54
C 0.04 0.13 -0.13
H 1.43 1.25 -1.23
H -1.13 1.47 1.17
C 0.95 1.37 -0.31
C -1.21 0.47 0.64
C -2.74 -1.99 0.30
P -2.18 -0.90 1.36
H 0.31 2.19 -0.22
*
```

=====

two.
Density functional theory data (wB97M-V/def2-TZVPD) for C5H7P in the gas phase.

The HOMO-LUMO gap (spin up / spin down) is 7.6 / 7.6 eV. Its HOMO energy (spin up / spin down) is -7.7377 / -8.0144 eV. As for the SMILES: C[C@@H]1C=CP=C1.

Structure (ORCA input):
```
! wB97M-V def2-TZVPD RIJCOSX def2/J DEFGRID3
* xyz 0 1
P -0.96 0.30 2.42
C -0.66 1.57 1.22
H 1.16 0.10 -2.03
H -0.49 -2.18 1.19
C -0.47 -1.06 0.96
C 1.07 -0.73 -1.12
H 1.84 -0.66 -0.47
H -0.11 1.52 -1.02
H 1.07 -1.73 -1.52
C -0.38 1.13 -0.04
H -1.07 -0.50 -0.94
H -0.78 2.57 1.60
C -0.22 -0.32 -0.26
*
```

=====

Verdict on stability: two comes out on top.

=====

one.
Density functional theory data (wB97M-V/def2-TZVPD) for C3H4F2 in the gas phase.

The HOMO-LUMO gap is 11.3 eV. Its HOMO energy is -10.1953 eV. As for the SMILES: F/C=C\CF.

Structure (ORCA input):
```
! wB97M-V def2-TZVPD RIJCOSX def2/J DEFGRID3
* xyz 0 1
H -1.25 -0.65 1.18
C 1.24 0.38 -0.14
C 0.00 0.68 0.04
H -0.45 -1.49 -0.26
H 2.11 1.04 -0.36
H -0.41 1.74 -0.11
F 1.66 -0.89 -0.19
C -0.88 -0.53 0.24
F -2.02 -0.27 -0.40
*
```

=====

two.
Density functional theory data (wB97M-V/def2-TZVPD) for C3H4F2 in the gas phase.

The HOMO-LUMO gap is 10.5 eV. Its HOMO energy is -9.5468 eV. As for the SMILES: C/C(F)=C/F.

Structure (ORCA input):
```
! wB97M-V def2-TZVPD RIJCOSX def2/J DEFGRID3
* xyz 0 1
F 0.45 1.63 0.01
H -1.64 0.30 0.89
C 0.24 0.26 -0.03
H -1.77 0.55 -0.73
C -1.18 -0.05 -0.04
F 2.53 0.33 -0.04
C 1.39 -0.41 0.03
H 1.45 -1.46 0.07
H -1.47 -1.15 -0.17
*
```

=====

Verdict on stability: two comes out on top.

=====

one.
Density functional theory data (wB97M-V/def2-TZVPD) for an isolated ion of composition C10H13N2O and charge +1.

The HOMO-LUMO gap (spin up / spin down) is 7.9 / 7.9 eV. Its HOMO energy (spin up / spin down) is -13.8466 / -13.8466 eV. As for the SMILES: CC[C@@H](C)[n+]1onc2ccccc21.

Structure (ORCA input):
```
! wB97M-V def2-TZVPD RIJCOSX def2/J DEFGRID3
* xyz 1 1
C 2.09 -1.48 1.10
C -1.43 -0.06 -1.58
H 1.24 -1.97 3.05
C -3.20 1.46 -1.11
H 3.51 0.07 -0.58
C -1.59 0.94 0.66
O 0.35 -1.25 -1.57
C 1.08 -1.39 2.16
H 0.10 -1.39 1.82
N -0.67 -0.85 -2.29
H 1.50 0.55 1.08
C 1.58 -0.21 0.28
H 2.37 1.49 -0.90
H -1.19 1.36 1.60
C 2.41 0.37 -0.84
H 1.16 -0.38 2.57
C -2.68 1.76 0.19
C -0.87 0.07 -0.21
C -2.64 0.66 -2.06
H -4.18 1.94 -1.35
H 2.08 -2.37 0.58
N 0.29 -0.63 -0.30
H 3.03 -1.58 1.65
H -3.32 2.37 0.85
H -3.27 0.48 -2.93
H 2.25 0.04 -1.88
*
```

=====

two.
Density functional theory data (wB97M-V/def2-TZVPD) for an isolated ion of composition C10H13N2O and charge +1.

The HOMO-LUMO gap is 9.3 eV. Its HOMO energy is -12.3247 eV.

Structure (ORCA input):
```
! wB97M-V def2-TZVPD RIJCOSX def2/J DEFGRID3
* xyz 1 1
H 3.95 -1.59 0.11
H 2.06 2.29 -0.18
C -0.49 1.60 0.12
H -2.09 -2.71 0.78
O -0.64 2.38 1.09
H -0.33 2.08 1.94
C -0.96 2.31 -1.16
H 1.77 -2.57 0.46
H -0.43 -3.34 0.44
C -1.16 -2.61 0.20
H -1.35 1.69 -1.87
C 1.67 -1.51 0.31
H 4.14 0.80 0.00
C 1.96 1.21 0.06
N -2.96 -0.36 0.17
C 0.55 -0.67 0.21
C 3.12 0.46 0.04
H -3.29 -1.33 0.13
H -0.07 2.73 -1.61
H -3.63 0.45 0.05
C -1.67 -0.11 0.15
H -1.43 -2.91 -0.96
N -0.77 -1.15 0.19
C 2.97 -0.93 0.21
C 0.67 0.70 -0.01
H -1.60 3.11 -0.87
*
```

=====

three.
Density functional theory data (wB97M-V/def2-TZVPD) for a 2-piece molecular cluster, C10H13N2O overall.

The HOMO-LUMO gap (spin up / spin down) is 7.8 / 7.8 eV. Its HOMO energy (spin up / spin down) is -12.3124 / -12.3127 eV.

Structure (ORCA input):
```
! wB97M-V def2-TZVPD RIJCOSX def2/J DEFGRID3
* xyz 1 1
C 1.53 -1.01 0.33
H -3.47 1.56 -0.74
N -1.34 -2.46 1.79
H 0.25 3.63 -1.53
H 1.47 -3.22 0.75
C 0.32 1.55 -0.94
H -2.22 -2.33 1.26
C 1.54 -2.26 1.25
H 3.22 1.91 -2.14
N 0.18 -0.68 0.06
H 3.47 -0.09 0.12
H -2.31 -0.35 -0.06
H -1.04 -3.40 1.61
C 2.50 -0.36 -0.18
C -1.79 0.53 -0.43
C -0.40 0.45 -0.37
C -2.47 1.68 -0.78
O 2.25 2.14 -2.22
C -1.66 2.79 -1.08
C -0.38 2.80 -1.23
H -0.49 -1.33 0.48
H 0.67 -2.13 1.82
H -1.65 -2.22 2.77
H 2.42 -2.34 1.90
H -2.25 3.63 -1.18
C 1.64 1.52 -1.26
*
```

=====

Verdict on stability: two comes out on top.

=====

one.
Density functional theory data (wB97M-V/def2-TZVPD) for a 2-piece molecular cluster, C11H16Si overall.

The HOMO-LUMO gap (spin up / spin down) is 8.5 / 8.5 eV. Its HOMO energy (spin up / spin down) is -7.7323 / -7.7316 eV.

Structure (ORCA input):
```
! wB97M-V def2-TZVPD RIJCOSX def2/J DEFGRID3
* xyz 0 1
H 3.55 -3.36 -0.17
C 2.95 -2.46 0.10
C -2.39 -1.29 0.11
H 2.84 1.88 -0.38
H 0.85 -3.09 -0.24
H -5.65 -0.28 -0.10
H 1.21 1.93 1.87
C 2.43 1.30 -1.20
H 0.77 0.39 -2.17
H -1.96 2.09 0.22
H -4.16 -2.32 -0.16
H 0.48 1.95 -1.56
H 3.04 0.45 -1.23
C -2.40 1.06 0.15
C -3.78 -1.38 0.07
C -1.62 -0.14 0.15
C -4.52 -0.22 -0.13
C 1.66 -2.38 -0.07
H 2.83 1.78 -2.09
C 1.00 1.03 -1.40
C -3.75 0.97 -0.02
H -4.33 1.84 -0.41
Si 0.28 0.11 0.22
C 0.84 0.86 1.89
H -1.98 -2.24 0.32
H 3.44 -1.52 0.39
H -0.01 0.74 2.57
H 1.62 0.32 2.44
*
```

=====

two.
Density functional theory data (wB97M-V/def2-TZVPD) for C11H16Si in the gas phase.

The HOMO-LUMO gap is 10.0 eV. Its HOMO energy is -9.0389 eV. As for the SMILES: C/C=C/[Si@@H](CC)c1ccccc1.

Structure (ORCA input):
```
! wB97M-V def2-TZVPD RIJCOSX def2/J DEFGRID3
* xyz 0 1
H -1.62 -2.15 -1.09
C -2.04 0.64 0.30
C 2.98 1.37 1.07
C 1.08 -0.05 0.48
C -0.85 -2.36 -0.27
H 1.37 0.59 2.38
H 0.07 -2.79 -0.67
H 4.52 1.73 -0.42
C -1.61 1.74 -0.31
C -2.42 2.82 -0.97
C -1.50 -3.49 0.52
H -1.04 -3.49 1.64
H -2.58 -3.33 0.77
H -2.09 2.84 -2.04
C 2.86 0.43 -1.12
H -0.53 2.00 -0.29
H 3.41 0.25 -2.01
H -1.31 -4.40 -0.01
H 3.42 2.19 1.64
C 1.66 -0.20 -0.82
H -3.13 0.42 0.24
C 3.51 1.24 -0.17
Si -0.54 -0.94 0.95
H -3.41 2.49 -1.23
C 1.74 0.75 1.36
H -2.20 3.79 -0.62
H -0.76 -1.46 2.31
H 1.00 -0.65 -1.62
*
```

=====

Verdict on stability: two comes out on top.